An isolated molecule of C6H11N, computed with ωB97M-V with the def2-TZVPD basis set.

Calculated values
LUMO: 1.0 eV
Relative energy (zero: lowest compared OMol25 entry of this formula, charge and spin): 254.3 kJ/mol
Orbital gap: 8.95 eV
F_max: 4.50 eV/Å

Each line ends with the natural charge from an NBO analysis.
Positions of all 18 atoms, in Å:
C1 1.872 0.635 -1.318  -0.635
C2 1.304 -0.034 -0.061  -0.085
C3 0.012 -0.786 -0.208  -0.446
C4 -1.156 0.137 0.255  -0.325
C5 -2.334 -0.674 0.801  -0.596
C6 -0.590 1.167 1.234  0.139
N1 0.689 1.117 1.046  -0.577
H1 2.715 1.298 -1.083  0.211
H2 2.247 -0.083 -2.067  0.221
H3 1.098 1.235 -1.804  0.214
H4 2.104 -0.644 0.418  0.195
H5 1.591 1.338 1.373  0.407
H6 -0.171 -1.100 -1.235  0.217
H7 0.027 -1.674 0.433  0.211
H8 -1.520 0.732 -0.599  0.220
H9 -2.721 -1.353 0.031  0.205
H10 -2.018 -1.285 1.655  0.202
H11 -3.150 -0.026 1.130  0.222

Force components x, y, z for each atom (eV/Å):
-0.2 0.2 0.1
-0.9 0.8 0.6
-0.5 -0.2 -0.2
0.0 0.0 -0.1
0.0 0.0 0.0
1.0 -0.1 0.0
1.3 -3.2 -2.9
-0.2 -0.1 0.1
-0.2 0.0 0.5
0.1 0.0 0.0
-0.6 0.6 0.1
0.0 2.0 1.8
0.1 -0.2 -0.1
-0.1 0.1 -0.1
0.0 0.0 0.1
0.1 0.1 0.1
0.0 0.1 -0.1
0.1 0.0 0.0


A cluster of 2 separate species, C6H11N in total, computed with ωB97M-V with the def2-TZVPD basis set.

Calculated values
LUMO: 1.0 eV
Relative energy (zero: lowest compared OMol25 entry of this formula, charge and spin): 205.1 kJ/mol
SMILES string: CC=C=N.C=CC
Orbital gap: 9.63 eV
F_max: 0.61 eV/Å

Each line ends with the natural charge from an NBO analysis.
Positions of all 18 atoms, in Å:
C1 3.230 0.077 0.721  -0.613
C2 2.006 -0.522 1.364  -0.429
C3 0.876 0.109 1.581  0.416
N1 -0.170 0.694 1.856  -0.640
H1 3.601 -0.562 -0.088  0.213
H2 3.027 1.068 0.304  0.216
H3 4.039 0.182 1.453  0.215
H4 2.052 -1.550 1.715  0.238
H5 -0.867 0.586 1.112  0.382
C4 -0.651 -0.396 -1.289  -0.397
C5 -1.666 0.439 -1.075  -0.202
C6 -3.112 0.042 -0.997  -0.650
H6 -0.809 -1.466 -1.411  0.194
H7 0.376 -0.045 -1.345  0.206
H8 -1.455 1.504 -0.958  0.199
H9 -3.576 0.397 -0.069  0.218
H10 -3.672 0.488 -1.826  0.222
H11 -3.230 -1.045 -1.048  0.213

Force components x, y, z for each atom (eV/Å):
0.1 0.1 0.0
-0.2 0.1 0.1
-0.2 0.1 0.1
0.5 -0.3 -0.1
-0.1 0.1 0.1
0.0 -0.2 0.1
-0.1 0.0 -0.1
0.0 0.1 0.0
0.1 0.1 0.1
-0.1 0.1 0.0
0.1 -0.1 -0.1
0.0 0.0 0.0
0.0 0.2 0.0
-0.2 0.0 0.0
0.0 -0.1 -0.1
0.1 0.0 -0.1
0.0 -0.1 0.1
0.0 0.2 0.0


An isolated molecule of C6H11N, computed with ωB97M-V with the def2-TZVPD basis set.

Calculated values
LUMO: 0.8 eV
Relative energy (zero: lowest compared OMol25 entry of this formula, charge and spin): 0.7 kJ/mol
SMILES string: CCC(C)(C)C#N
Orbital gap: 12.18 eV
F_max: 0.98 eV/Å

Each line ends with the natural charge from an NBO analysis.
Positions of all 18 atoms, in Å:
C1 -1.921 0.413 0.807  -0.617
C2 -0.995 0.288 -0.404  -0.376
C3 0.498 0.021 -0.087  -0.163
C4 1.362 0.340 -1.319  -0.585
C5 0.714 -1.438 0.351  -0.590
C6 0.929 0.909 1.013  0.298
N1 1.267 1.601 1.875  -0.338
H1 -2.946 0.588 0.469  0.218
H2 -1.630 1.253 1.447  0.222
H3 -1.918 -0.487 1.432  0.205
H4 -1.064 1.207 -1.001  0.209
H5 -1.326 -0.532 -1.058  0.207
H6 1.265 1.395 -1.595  0.220
H7 2.419 0.132 -1.125  0.220
H8 1.041 -0.273 -2.169  0.214
H9 1.757 -1.615 0.631  0.222
H10 0.087 -1.693 1.211  0.220
H11 0.462 -2.108 -0.479  0.213

Force components x, y, z for each atom (eV/Å):
0.0 0.0 0.0
0.0 0.0 -0.1
0.0 0.0 0.0
0.0 0.0 -0.1
0.0 -0.1 0.0
0.3 0.5 0.7
-0.3 -0.6 -0.7
0.1 -0.1 0.1
0.0 -0.1 -0.1
0.0 0.1 -0.1
0.0 -0.1 0.1
0.0 0.2 0.1
0.0 -0.2 0.0
-0.2 0.0 0.0
0.0 0.1 0.2
-0.1 0.1 -0.1
0.1 0.0 -0.1
0.0 0.1 0.1


An isolated molecule of C6H11N, computed with ωB97M-V with the def2-TZVPD basis set.

Calculated values
LUMO: 0.7 eV
Relative energy (zero: lowest compared OMol25 entry of this formula, charge and spin): 268.4 kJ/mol
SMILES string: C=N/C=C/CCC
Orbital gap: 9.19 eV
F_max: 5.14 eV/Å

Each line ends with the natural charge from an NBO analysis.
Positions of all 18 atoms, in Å:
C1 -2.609 -2.415 1.470  -0.080
N1 -2.506 -1.428 0.624  -0.389
C2 -1.471 -0.479 1.018  -0.071
C3 -0.524 -0.110 0.083  -0.211
C4 0.187 1.144 0.103  -0.447
C5 1.118 1.347 -1.161  -0.397
C6 2.383 0.553 -1.238  -0.621
H1 -1.823 -2.530 2.223  0.163
H2 -3.305 -3.171 1.127  0.187
H3 -1.678 -0.096 2.047  0.193
H4 -0.400 -0.790 -0.675  0.202
H5 0.802 1.217 1.028  0.210
H6 -0.488 1.992 0.239  0.223
H7 1.548 2.408 -1.191  0.203
H8 0.411 1.258 -2.001  0.204
H9 2.899 0.808 -2.235  0.219
H10 3.182 0.866 -0.466  0.207
H11 2.277 -0.572 -0.996  0.207

Force components x, y, z for each atom (eV/Å):
0.7 1.5 -2.9
1.0 -1.4 2.5
0.2 0.3 -1.7
-3.2 -0.3 4.0
3.0 1.6 0.5
-0.7 2.2 1.1
2.2 -1.5 0.3
-0.6 -0.3 0.4
-0.1 -0.3 0.8
0.5 0.4 -1.2
0.0 -1.2 -2.3
0.0 -0.1 -0.4
-0.1 -0.1 -0.5
-1.3 -1.0 0.1
0.7 -0.2 -0.2
-0.8 -1.0 1.3
-1.5 -0.1 -0.9
0.1 1.6 -1.0


A cluster of 2 separate species, C6H11N in total, computed with ωB97M-V with the def2-TZVPD basis set.

Calculated values
LUMO (spin up / spin down): 0.3 / -0.1 eV
Relative energy (zero: lowest compared OMol25 entry of this formula, charge and spin): 475.3 kJ/mol
Orbital gap (spin up / spin down): 7.95 / 7.84 eV
F_max: 1.72 eV/Å

Each line ends with the natural charge from an NBO analysis.
Positions of all 18 atoms, in Å:
C1 1.617 -0.193 0.914  -0.321
C2 0.539 0.587 0.365  -0.346
C3 0.879 1.544 -0.745  -0.604
C4 -0.303 -0.664 0.160  -0.138
C5 -1.587 -0.745 0.944  -0.667
C6 -1.006 -0.539 -1.857  0.044
N1 -2.090 -0.523 -2.283  -0.344
H1 0.035 -0.575 -2.032  0.212
H2 1.609 -0.550 1.922  0.202
H3 2.512 -0.365 0.299  0.193
H4 -0.005 1.092 1.158  0.231
H5 1.427 2.393 -0.322  0.224
H6 -0.039 1.878 -1.220  0.224
H7 1.524 1.069 -1.485  0.200
H8 0.178 -1.624 -0.016  0.219
H9 -2.303 -1.452 0.505  0.239
H10 -1.355 -1.059 1.952  0.217
H11 -2.101 0.223 0.969  0.216

Force components x, y, z for each atom (eV/Å):
0.8 -0.1 0.3
-0.3 -0.2 0.1
0.0 0.0 0.0
-0.4 0.0 0.6
0.1 -0.1 0.0
-0.5 -0.1 -1.7
0.2 0.0 0.9
0.5 0.0 -0.4
0.0 0.0 0.4
-0.6 -0.3 0.3
-0.1 0.4 0.1
-0.2 -0.1 -0.2
0.1 0.3 -0.2
0.0 0.0 -0.1
0.0 0.2 -0.7
0.4 0.0 0.1
-0.3 -0.1 0.6
0.2 -0.1 0.1


An isolated molecule of C6H11N, computed with ωB97M-V with the def2-TZVPD basis set.

Calculated values
LUMO: 0.8 eV
Relative energy (zero: lowest compared OMol25 entry of this formula, charge and spin): 48.4 kJ/mol
SMILES string: CCC(C)(C)C#N
Orbital gap: 12.07 eV
F_max: 1.26 eV/Å

Each line ends with the natural charge from an NBO analysis.
Positions of all 18 atoms, in Å:
C1 2.123 0.101 -0.229  -0.614
C2 0.870 -0.661 0.205  -0.378
C3 -0.454 0.138 0.271  -0.167
C4 -1.648 -0.816 0.218  -0.572
C5 -0.655 0.961 -1.003  -0.591
C6 -0.601 0.746 1.611  0.296
N1 -0.735 1.012 2.731  -0.337
H1 2.063 0.431 -1.272  0.205
H2 2.996 -0.556 -0.154  0.220
H3 2.313 0.980 0.397  0.213
H4 1.033 -1.109 1.191  0.220
H5 0.692 -1.487 -0.496  0.204
H6 -1.588 -1.570 1.010  0.223
H7 -2.561 -0.221 0.350  0.221
H8 -1.622 -1.235 -0.820  0.204
H9 -1.577 1.549 -0.984  0.223
H10 0.181 1.598 -1.304  0.222
H11 -0.831 0.138 -1.723  0.209

Force components x, y, z for each atom (eV/Å):
0.0 0.0 0.0
0.0 -0.1 0.0
-0.1 -0.1 0.0
-0.2 -0.5 -0.4
0.0 0.0 -0.1
0.3 0.6 0.8
0.1 0.0 -1.2
0.0 0.0 0.2
-0.1 0.1 0.0
-0.1 -0.1 0.0
0.0 0.0 -0.1
0.1 0.1 0.1
-0.1 -0.1 -0.3
0.1 -0.4 -0.1
-0.4 -0.2 1.2
0.2 0.0 0.1
-0.2 -0.2 0.1
0.4 1.0 -0.3